[1]
The following is a quantum chemistry calculation of a gas-phase ion, C4H10NS (charge +1) at a distorted geometry, from the OMol25 dataset.

Last column: Löwdin charge in e.
Cartesian coordinates (Å):
S -1.45 0.66 0.04  0.91
N 0.66 -0.03 1.63  0.20
C 0.30 0.41 0.20  -0.74
C 1.31 1.25 -0.52  -0.10
C 1.07 -0.15 -0.94  -0.11
C -2.33 -0.81 -0.63  -0.34
H -3.00 -0.47 -1.39  0.03
H 2.30 1.36 0.03  0.14
H 0.91 -1.04 1.74  0.19
H 1.50 0.50 1.95  0.17
H 0.42 -0.28 -1.85  0.14
H -0.11 0.18 2.31  0.16
H 1.76 -0.85 -0.62  0.09
H 1.14 2.12 -1.20  0.14
H -1.54 -1.57 -0.94  0.06
H -2.95 -1.27 0.20  0.06

Calculated values
E_tot in eV: -16627.302
F_max in Eh/bohr: 0.0507
Multiplicity: 1
SMILES: CSC1([NH3+])CC1
Relative energy (zero: lowest compared OMol25 entry of this formula, charge and spin) in kcal per mole: 38.4
Total charge: +1
HOMO level in eV: -13.3

=====

[2]
The following is a quantum chemistry calculation of a single C2H6N2O molecule at a distorted geometry, from the OMol25 dataset.

Last column: Löwdin charge in e.
Cartesian coordinates (Å):
O 1.88 -0.82 0.00  0.00
N -1.25 0.68 0.11  0.00
N 1.26 0.61 -0.32  0.00
C 0.02 1.12 -0.04  -0.31
C -1.32 -0.89 -0.15  -0.08
H -2.28 -1.03 -0.44  0.02
H -0.67 -1.01 -1.00  0.07
H 0.21 2.26 0.26  0.15
H -1.34 -1.42 0.74  0.05
H 1.74 1.45 -0.07  0.09
H 1.77 -0.93 0.90  0.03

Calculated values
E_tot in eV: -7194.311
F_max in Eh/bohr: 0.1145
Multiplicity: 1
SMILES: C/N=C\NO
Relative energy (zero: lowest compared OMol25 entry of this formula, charge and spin) in kcal per mole: 126.3
HOMO level in eV: -9.3

=====

[3]
The following is a quantum chemistry calculation of a single C6H9N molecule at a distorted geometry, from the OMol25 dataset.

Last column: Löwdin charge in e.
Cartesian coordinates (Å):
N -0.34 1.21 1.28  0.04
C 0.08 -1.67 -1.05  -0.05
C -1.73 -0.24 0.29  -0.06
C -0.41 -0.53 -0.16  -0.26
C -1.62 0.73 1.24  -0.16
C 1.74 0.90 -0.27  -0.03
C 0.42 0.47 0.32  -0.27
H -0.79 -2.31 -1.17  0.07
H 0.97 -2.12 -0.61  0.07
H 2.37 1.34 0.50  0.08
H 0.07 2.13 1.28  0.14
H 1.69 1.54 -1.15  0.08
H -2.31 0.83 2.07  0.10
H -2.57 -0.91 0.13  0.10
H 2.08 -0.07 -0.65  0.07
H 0.33 -1.28 -2.04  0.07

Calculated values
E_tot in eV: -7857.062
F_max in Eh/bohr: 0.0642
Multiplicity: 1
SMILES: Cc1cc[nH]c1C
Relative energy (zero: lowest compared OMol25 entry of this formula, charge and spin) in kcal per mole: 25.3
HOMO level in eV: -7.7

=====

[4]
The following is a quantum chemistry calculation of 2 unconnected molecules or ions with the total composition C22H45ClF4NO7PSSi, from the OMol25 dataset.

Last column: Löwdin charge in e.
Cartesian coordinates (Å):
Cl 1.34 -1.94 -7.53  0.42
S -0.44 -1.22 -8.23  0.33
P 0.41 0.00 -2.44  0.57
Si 0.74 -2.86 1.28  0.40
F 3.80 2.32 -2.25  0.12
F 3.72 1.97 -0.12  0.09
F 6.10 1.34 -2.34  0.09
F 6.02 1.16 -0.19  0.06
O 1.78 -0.63 -3.40  -0.25
O -1.57 -0.60 3.66  -0.02
O 1.57 -1.49 1.70  -0.21
O -0.15 -0.63 -9.49  -0.36
O 1.62 0.94 -1.56  -0.26
O -1.37 -2.30 -8.13  -0.35
O 3.99 -0.09 -3.61  0.00
N -2.38 0.30 4.07  -0.10
C 1.71 -0.41 0.78  -0.23
C -1.60 2.99 3.33  -0.17
C -0.07 0.16 -5.78  -0.30
C 2.98 -0.60 -2.75  -0.42
C 1.74 -4.02 0.20  -0.16
C -4.43 1.61 3.41  -0.04
C -0.70 1.17 -4.82  -0.28
C 2.82 0.26 -1.45  -0.38
C -3.47 -0.10 1.91  -0.03
C -2.19 2.02 2.31  -0.12
C -0.89 0.06 -7.06  -0.27
C -2.86 1.83 6.01  -0.03
C -3.11 0.97 2.94  -0.49
C 0.19 1.47 -3.63  -0.30
C 5.38 0.81 -1.34  -0.30
C -0.91 0.30 6.02  -0.05
C 0.39 -3.74 2.90  -0.16
C -0.90 -2.51 0.46  -0.15
C 3.91 1.35 -1.32  -0.39
C -0.90 2.23 4.45  -0.13
C 2.90 -0.61 -0.15  -0.08
C -1.78 1.18 5.13  -0.48
H -0.92 -1.61 -0.16  0.00
H 1.17 1.83 -3.97  0.08
H -1.38 1.50 1.79  0.13
H -3.10 2.85 5.71  0.07
H 5.41 -0.27 -1.41  0.16
H 0.79 -0.25 0.23  0.06
H 1.31 -4.23 3.25  0.03
H -0.36 -4.51 2.72  0.03
H -0.88 3.64 2.83  0.11
H -1.65 0.76 -4.45  0.10
H -0.84 0.97 -7.66  0.10
H -0.50 0.91 6.82  0.08
H 0.04 -3.05 3.66  0.02
H -3.78 1.25 6.01  0.08
H 0.96 0.44 -5.99  0.10
H 0.64 -1.14 -1.58  0.00
H -0.93 2.09 -5.36  0.10
H -1.70 -2.44 1.20  0.02
H 3.05 -1.65 -0.42  0.10
H -0.64 0.49 -1.56  0.00
H -4.06 0.36 1.12  0.09
H -5.00 1.92 2.53  0.09
H -2.76 2.56 1.55  0.13
H -4.29 2.49 4.03  0.06
H -1.13 -3.35 -0.20  0.04
H 1.43 -3.96 -0.85  0.03
H 3.32 -1.62 -2.51  0.15
H -1.50 -0.50 6.47  0.09
H -5.03 0.89 3.97  0.09
H -2.51 1.88 7.05  0.08
H -2.58 -0.53 1.46  0.05
H -4.05 -0.90 2.37  0.09
H 1.62 -5.05 0.54  0.02
H 1.89 0.49 1.37  0.12
H 2.80 -3.79 0.26  0.02
H -0.57 -0.79 -3.16  0.00
H -2.38 3.65 3.73  0.10
H -0.24 2.29 -3.05  0.07
H -0.01 1.74 4.04  0.13
H 3.78 -0.31 0.43  0.12
H -0.55 2.93 5.22  0.12
H -0.09 -0.16 5.47  0.08
H -1.92 -0.19 -6.82  0.11
H -0.03 -0.81 -5.30  0.08
H 3.50 0.43 -4.26  0.10

Calculated values
E_tot in eV: -90761.922
F_max in Eh/bohr: 0.0181
Multiplicity: 2
Expectation value of S²: 0.7541
Total charge: -1
HOMO level (spin up / spin down) in eV: -5.3 / -5.3

=====

[5]
The following is a quantum chemistry calculation of a gas-phase ion, C6H14N3S (charge +1) at a distorted geometry, from the OMol25 dataset.

Last column: Löwdin charge in e.
Cartesian coordinates (Å):
S -2.91 -2.48 0.14  0.90
N -1.50 -1.51 -0.33  -0.39
N 0.22 -0.16 0.03  -0.01
N -1.72 0.18 1.42  0.21
C 0.83 1.00 0.58  -0.42
C -0.53 -1.95 -1.35  -0.09
C 0.52 -0.83 -1.28  -0.02
C -1.04 -0.52 0.46  -0.33
C 0.68 2.20 -0.34  -0.03
C 2.29 0.67 0.94  -0.03
H 2.32 -0.31 1.55  0.12
H -0.25 -2.90 -1.07  0.10
H -3.64 -1.55 -0.40  -0.13
H 1.04 2.01 -1.37  0.09
H 1.02 3.15 0.01  0.08
H -1.04 -1.94 -2.28  0.12
H 0.48 -0.11 -2.01  0.10
H -1.11 0.80 2.03  0.14
H 0.29 1.16 1.53  0.12
H -0.41 2.42 -0.50  0.10
H 1.48 -1.24 -1.29  0.11
H 2.99 0.44 0.14  0.08
H 2.56 1.55 1.58  0.10
H -2.56 -0.08 1.83  0.08

Calculated values
E_tot in eV: -21747.771
F_max in Eh/bohr: 0.0845
Multiplicity: 1
SMILES: CC(C)N1CCN(S)C1=[NH2+]
Relative energy (zero: lowest compared OMol25 entry of this formula, charge and spin) in kcal per mole: 19.6
Total charge: +1
HOMO level in eV: -13.4

=====

[6]
The following is a quantum chemistry calculation of a molecular structure, C2H2I2OS at a distorted geometry, from the OMol25 dataset.

Last column: Löwdin charge in e.
Cartesian coordinates (Å):
I 1.42 -1.89 -0.32  0.75
I 2.25 1.59 0.06  0.75
S -0.05 0.58 -1.92  0.52
O -1.31 -0.97 1.55  -0.01
C 0.90 0.14 -0.53  -1.86
C -1.05 0.12 1.25  -0.14
H -1.29 0.94 2.01  0.09
H -0.86 -0.50 -2.12  -0.12

Calculated values
E_tot in eV: -31186.372
F_max in Eh/bohr: 0.0251
Multiplicity: 1
Relative energy (zero: lowest compared OMol25 entry of this formula, charge and spin) in kcal per mole: 62.6
HOMO level (spin up / spin down) in eV: -7.8 / -8.3